44
Properties=species:S:1:pos:R:3:forces:R:3 method="wB97M-V/def2-TZVPD" charge=-2 homo_ha=-0.02884 e_above_lowest_kj_mol=61.3 e_tot_ev=-131183.70369
C -4.74389 -4.12191 1.90988 0.03 -0.20 -0.06
C -4.16129 -2.76518 1.54436 0.67 -0.43 0.81
C -4.63618 -2.32518 0.18540 -0.06 0.06 -0.66
O -2.71661 -3.00961 1.62405 -1.23 0.26 -0.30
C -1.88503 -1.93662 1.53887 0.74 -0.21 -0.13
S -0.24848 -2.27473 1.41600 -0.87 -1.07 0.11
S -2.47429 -0.38639 1.52462 -0.49 1.14 0.25
H -5.83046 -4.06908 2.00226 -0.05 0.01 -0.03
H -4.49043 -4.84768 1.12693 -0.08 0.07 0.12
H -4.32686 -4.49661 2.84854 -0.03 0.15 -0.05
H -4.45181 -2.01069 2.29556 0.33 -0.21 -0.26
H -5.71079 -2.12827 0.24899 -0.04 0.00 -0.03
H -4.14763 -1.41402 -0.17636 -0.07 -0.29 0.28
H -4.48510 -3.12409 -0.54954 0.03 0.02 0.05
O 5.83013 -1.33887 -1.11483 -0.84 0.60 0.25
C 5.00611 -0.55756 -0.90745 1.19 -0.50 -0.37
Co 3.83788 0.80371 -0.73646 1.29 -2.36 -4.63
C 4.80689 2.04623 -1.58928 0.37 0.88 0.49
O 5.35245 2.86256 -2.19586 -0.42 -0.79 0.29
C 2.65418 0.61786 -2.02690 -1.15 0.14 -2.66
O 1.93293 0.62930 -2.93145 1.03 -0.08 1.54
C 3.41188 0.93789 1.00288 0.63 2.26 3.60
C 2.77828 1.88246 0.21814 -1.13 -0.07 2.33
C 1.96615 2.96044 0.14847 -0.36 0.75 -0.43
C 0.75871 2.98929 -0.64841 -0.02 0.48 -1.06
C 0.32798 4.18423 -1.28181 -0.04 -0.47 0.22
C -0.81883 4.19178 -2.06210 -0.11 0.07 0.19
C -1.60239 3.03814 -2.19165 0.09 -0.24 0.09
C -1.22442 1.85967 -1.52988 0.22 0.42 -0.16
C -0.04567 1.83443 -0.78475 -0.02 0.11 0.06
Co 2.66762 -0.79097 0.79978 0.77 0.69 -0.76
C 3.89475 -1.97173 1.07095 0.88 -1.07 1.10
O 4.67750 -2.78638 1.31434 -0.09 -0.02 -0.12
C 1.73885 -1.38510 -0.58609 -2.32 -1.06 -0.92
O 1.13312 -1.86734 -1.44617 0.98 0.48 0.58
C 1.79648 -0.77778 2.33954 -0.34 0.97 1.29
O 1.44034 -0.63457 3.43503 0.63 -0.30 -1.44
H 3.98010 1.12176 1.91656 0.30 0.08 -0.33
H 2.30110 3.91240 0.57753 -0.48 -0.49 0.85
H 0.93741 5.08181 -1.13655 -0.24 -0.19 -0.18
H -1.12879 5.11702 -2.55193 0.05 -0.20 0.04
H -2.50631 3.06283 -2.80084 0.15 -0.01 0.16
H -1.84800 0.96351 -1.58372 0.24 0.28 0.03
H 0.25240 0.92306 -0.25666 -0.17 0.29 -0.12

***

46
Properties=species:S:1:pos:R:3:forces:R:3 method="wB97M-V/def2-TZVPD" charge=0 homo_ha="-0.27196 / -0.27235" multiplicity=2 e_above_lowest_kj_mol=28.1 e_tot_ev=-93456.39126
Tc 0.10695 -0.78260 -0.01369 0.35 0.14 -0.16
O -1.17931 -2.01376 -0.49720 0.15 -0.08 0.26
C -2.23927 -2.09185 -1.29700 -0.34 0.02 -0.30
C -2.73917 -3.35259 -1.62380 -0.03 0.25 -0.04
C -3.84141 -3.44674 -2.44879 0.01 0.06 0.00
C -4.46773 -2.30213 -2.94314 0.04 0.07 0.02
C -3.98127 -1.05618 -2.60407 0.04 -0.15 0.03
C -2.85518 -0.92713 -1.78313 0.02 -0.24 0.06
C -2.35809 0.38938 -1.46234 0.35 0.02 0.24
N -1.28564 0.61401 -0.78299 -0.40 -0.09 -0.20
N -0.98837 1.94626 -0.57130 0.00 0.23 -0.02
C 0.14840 2.05124 0.03987 -0.13 0.17 -0.08
O 0.83178 1.00790 0.40191 0.12 -0.21 0.12
C 0.70632 3.38491 0.35011 -0.01 -0.03 0.00
C 1.86446 3.49357 1.11437 -0.10 0.00 -0.08
C 2.38532 4.74392 1.40350 0.03 0.01 0.02
C 1.75493 5.88513 0.93112 0.02 -0.01 0.02
C 0.60141 5.77793 0.16761 -0.02 0.04 -0.02
C 0.07601 4.53279 -0.12367 0.01 -0.04 0.02
H -2.23409 -4.22676 -1.24527 0.05 -0.05 0.04
H -4.21908 -4.42336 -2.71498 -0.03 -0.05 -0.02
H -5.32765 -2.39122 -3.58883 -0.07 0.00 -0.04
H -4.45789 -0.16033 -2.97900 -0.03 0.04 -0.02
H -2.91257 1.25554 -1.81198 0.04 0.01 0.04
H 2.34767 2.59803 1.47148 0.04 -0.09 0.03
H 3.28673 4.82776 1.99569 0.01 0.00 0.01
H 2.16343 6.85977 1.15528 0.03 0.06 0.02
H 0.11357 6.66861 -0.20500 -0.01 0.01 0.00
H -0.81847 4.43415 -0.71891 -0.06 -0.01 -0.04
O 1.71874 -1.62266 0.66759 -0.14 0.02 -0.22
N 1.88519 -1.81621 1.99675 -0.05 -0.01 0.26
C 3.09094 -2.31612 2.34572 0.05 -0.04 0.18
C 3.36667 -2.58898 3.65175 -0.05 0.04 -0.09
C 2.37080 -2.34175 4.61071 0.04 -0.01 -0.07
C 1.16251 -1.83307 4.22783 0.03 0.02 -0.14
C 0.89075 -1.54607 2.87197 0.05 -0.03 0.07
S -0.58175 -0.87879 2.33039 0.03 0.00 -0.17
H 3.76189 -2.46737 1.51524 0.02 0.00 -0.02
H 4.33251 -2.98366 3.92131 0.04 -0.03 0.01
H 2.55903 -2.55308 5.65218 0.02 -0.01 0.08
H 0.38143 -1.62890 4.94177 -0.07 0.02 0.05
S 1.19831 -0.84903 -5.96223 -0.02 0.00 0.02
Sb -0.30915 -1.26092 -4.40238 0.02 -0.08 -0.06
S 2.04339 -2.51527 -2.48514 0.06 0.00 -0.03
S 1.23790 -0.63604 -2.15268 -0.13 0.00 0.22
S 0.40898 -3.45829 -3.34662 -0.03 0.06 0.02

***

43
Properties=species:S:1:pos:R:3:forces:R:3 method="wB97M-V/def2-TZVPD" charge=0 homo_ha=-0.28784 e_tot_ev=-55745.32093
O 2.41349 -1.09252 0.21056 1.59 -0.01 -1.51
O 1.18508 2.22059 3.65783 -0.56 0.10 1.20
S 0.94703 -1.86764 4.77381 -0.90 0.46 0.33
N -3.48699 1.48018 -0.79672 2.51 -1.15 -1.76
N -1.17352 1.10770 -0.67348 -1.47 0.95 -1.53
O -2.28712 1.15100 -1.51623 -0.09 -0.25 1.23
O -0.92418 -1.93429 -5.37007 -1.36 -1.52 0.10
S -0.59206 -2.18858 2.19893 -0.16 0.19 1.61
C 1.60774 -1.44400 1.00950 -0.98 2.05 1.26
C 1.46872 1.66892 2.63226 -1.47 1.54 -0.28
C 0.74696 -1.53864 3.18059 0.04 -2.13 0.59
C -0.37705 -1.38612 -6.44592 4.28 3.17 0.43
C 0.82419 -0.70746 -6.00654 -1.06 -1.26 -0.43
C 0.97485 -1.01089 -4.58389 0.47 0.36 -1.38
C -0.12236 -1.78330 -4.30541 1.27 1.09 2.20
C -0.49922 -2.16082 -2.92636 0.04 1.07 -2.41
C 0.23227 -1.88583 0.73956 -1.46 -0.65 -3.81
C 0.07245 -1.66046 -1.83964 -1.78 -2.12 2.12
C -0.43967 -2.04159 -0.52387 3.77 1.12 2.67
C -2.98629 2.35723 2.71628 -6.04 -1.15 -2.33
C -1.65349 2.29672 2.71278 4.06 -1.23 -2.83
C -3.79247 1.95698 1.58060 3.71 1.24 1.79
C -0.88440 1.84549 1.61597 0.73 1.07 3.15
C -3.01175 1.61884 0.39227 -3.36 1.60 3.26
C -1.63254 1.53381 0.47930 1.42 -1.27 -1.31
N 0.54310 1.75117 1.55104 -0.10 -1.22 -0.46
N 1.77502 -1.14634 2.39793 0.14 0.63 -0.23
C 2.82754 1.06951 2.49343 1.11 1.64 -2.52
C 2.89320 -0.31308 3.01694 0.74 -2.21 -2.60
H -0.75671 -1.36909 -7.48240 -0.39 -0.50 1.22
H 1.54216 -0.14949 -6.64584 -0.84 -0.55 0.57
H 1.80217 -0.71727 -3.84641 -1.53 -0.49 -1.49
H -1.37607 -2.72672 -2.85936 -1.17 -1.02 0.37
H 0.88933 -1.05881 -1.75415 2.22 1.60 -0.53
H -1.38423 -2.46675 -0.43953 -1.75 -0.61 -0.06
H -3.42006 2.69072 3.67859 -0.22 -0.22 -0.96
H -1.25321 2.64233 3.58539 1.87 0.60 1.88
H -4.82557 2.11350 1.54692 -1.32 -0.03 -0.05
H 0.82591 1.33590 0.66521 0.18 0.07 0.29
H 3.56368 1.74757 2.97671 -0.71 -0.54 0.27
H 3.13605 1.17752 1.43167 -0.23 -0.66 0.32
H 3.85268 -0.83759 2.70675 -1.04 0.79 0.68
H 2.75531 -0.27839 4.06504 -0.15 -0.54 0.94

***

46
Properties=species:S:1:pos:R:3:forces:R:3 method="wB97M-V/def2-TZVPD" charge=+1 homo_ha="-0.42739 / -0.42652" multiplicity=2 e_above_lowest_kj_mol=56.4 e_tot_ev=-53730.94668
Ir 0.00673 0.99577 0.22716 -0.40 0.01 0.22
O 0.57288 1.61483 1.95519 0.13 -0.08 0.02
C 1.43452 0.95972 2.73149 0.13 -0.12 -0.27
C 1.40507 1.29023 4.09045 0.11 -0.10 -0.14
C 2.26574 0.67399 4.96346 0.06 -0.04 0.07
C 3.20332 -0.28614 4.52855 0.02 0.01 0.10
C 3.26759 -0.61679 3.21070 -0.08 0.08 -0.02
C 2.38178 -0.02726 2.26491 -0.23 0.20 0.00
C 2.53059 -0.41579 0.92494 -0.14 0.04 0.11
N 1.70498 -0.02391 -0.03664 0.41 -0.15 -0.25
N 2.06357 -0.31126 -1.28684 -0.01 0.00 0.56
C 1.24464 0.33269 -2.14523 -0.27 0.14 -0.13
O 0.34286 1.13313 -1.71253 0.04 0.07 -0.21
C 1.41767 0.16124 -3.57691 0.06 -0.02 0.02
C 0.58936 0.86201 -4.45647 0.00 0.00 -0.07
C 0.75038 0.69740 -5.81855 0.00 0.00 0.03
C 1.72879 -0.16493 -6.30168 0.00 -0.01 0.00
C 2.54997 -0.86498 -5.42725 0.00 -0.01 0.01
C 2.40010 -0.70490 -4.06224 0.02 -0.01 -0.04
H 0.70124 2.04168 4.41826 -0.01 0.01 -0.01
H 2.22993 0.94062 6.01179 0.01 -0.01 0.01
H 3.86945 -0.75042 5.24129 0.00 0.01 0.01
H 3.98634 -1.34465 2.85766 0.00 0.00 -0.01
H 3.36039 -1.04301 0.61638 0.02 0.00 0.03
H -0.16911 1.52616 -4.06731 0.00 0.01 0.02
H 0.11511 1.23748 -6.50655 0.00 0.00 -0.01
H 1.85080 -0.29320 -7.36899 0.00 0.00 0.00
H 3.30630 -1.53543 -5.81082 0.00 0.00 -0.01
H 3.03261 -1.24326 -3.37099 -0.01 0.00 0.00
F -2.54986 -2.16921 0.12370 -0.09 -0.08 -0.03
B -1.25117 -1.79413 0.21173 -0.05 0.19 0.15
F -0.85556 -1.43709 1.48890 -0.02 -0.01 -0.05
F -0.33737 -2.52712 -0.45819 0.08 -0.09 -0.07
F -1.25766 -0.37973 -0.57282 0.11 -0.15 -0.07
S -1.95352 2.32102 0.32711 -0.08 0.15 0.11
C -3.07319 1.16407 1.01213 0.11 -0.08 -0.03
N -4.04376 0.68258 0.20729 -0.02 0.04 -0.03
C -4.99164 -0.19400 0.59073 0.04 0.01 0.01
C -5.00194 -0.65652 1.87703 0.03 0.03 -0.03
C -4.01330 -0.19954 2.74971 -0.04 -0.07 0.01
C -3.06212 0.70333 2.32561 0.07 0.06 -0.05
H -4.01549 0.99506 -0.75673 0.01 0.00 0.01
H -5.69983 -0.49531 -0.16619 0.00 -0.01 0.00
H -5.75322 -1.36537 2.18830 0.00 0.00 0.01
H -3.99211 -0.55754 3.77029 0.00 0.00 0.00
H -2.29184 1.06848 2.98813 -0.01 0.01 0.01